{
  "formula": "C5H17NO2",
  "method": "the ωB97M-V functional and the def2-TZVPD basis",
  "species": ["C", "H", "N", "C", "H", "H", "H", "H", "C", "H", "H", "H", "O", "H", "H", "C", "H", "H", "H", "H", "H", "H", "C", "O", "H"],
  "positions_angstrom": [[1.386983, -0.676143, -0.331398], [-1.116702, 2.087621, -1.988311], [0.182311, -0.960531, -1.041401], [-0.745606, 0.171418, -1.206671], [-0.033688, -0.673735, 2.086135], [1.383200, 1.553489, 1.427854], [-1.246382, -2.408281, -1.421975], [1.886846, 0.050360, -0.703836], [-0.326757, -2.311461, -0.832383], [0.355192, 0.329239, 3.120850], [0.403547, 2.161712, -1.271498], [2.056064, -1.505464, -0.483759], [0.051014, -0.523148, 3.071879], [1.261621, -0.540020, 0.672329], [0.356463, -3.013571, -1.254636], [-0.188109, 1.528002, -1.748942], [0.328224, 1.196988, -2.731488], [-0.601259, -2.596659, 0.208691], [-1.337870, -0.254658, -1.924641], [-1.483296, -0.404779, 0.721812], [-2.341461, 0.992083, 0.244931], [0.633275, 2.567889, 2.394382], [-1.429423, 0.523631, 0.135956], [1.093692, 1.720278, 2.273852], [-0.527879, 0.985752, 0.582271]],
  "forces_ev_per_angstrom": [[-2.27, -5.22, -0.16], [0.60, -0.19, -0.18], [0.64, 0.70, -0.47], [0.86, 0.78, 2.28], [0.06, 0.21, 1.96], [0.83, 0.03, -3.04], [0.02, -0.02, 0.10], [2.99, 5.41, -2.67], [-1.40, 1.25, -0.05], [1.26, 3.29, 0.15], [2.78, 2.13, 2.88], [0.32, -0.66, 0.28], [-1.60, -4.22, -1.73], [-0.20, 0.28, 3.11], [0.69, -0.57, -0.02], [-2.77, -4.57, -5.08], [-0.72, 1.09, 1.23], [0.35, 0.23, -0.29], [-2.28, -0.27, -1.90], [-0.49, 0.01, -0.14], [-1.64, 1.55, -0.24], [0.47, -0.48, -0.72], [3.70, -2.63, 0.44], [-0.91, 1.20, 3.66], [-1.28, 0.65, 0.60]],
  "spin_multiplicity": 1,
  "de_lowest_kcal_mol": 70.0,
  "gap_ev": 8.820,
  "smiles": "CC(C)N(C)C.O.O",
  "fmax_ev_per_a": 7.37,
  "molar_mass_g_mol": 123.196
}